[1]
11
Properties=species:S:1:pos:R:3 method="wB97M-V/def2-TZVPD" homo_ha=-0.322 lumo_energy_ev=-0.54 total_energy_ev=-34249.6378
C 0.191 -1.346 0.045
C -1.432 0.084 0.890
C 1.045 -0.427 -0.673
C -1.135 1.337 0.488
N -0.914 -1.121 0.669
N 0.808 0.823 -0.657
O -1.035 2.459 0.365
Cl 2.354 -1.148 -1.523
Cl 1.808 1.869 -1.431
H 0.453 -2.455 0.079
H -2.143 -0.074 1.749

[2]
79
Properties=species:S:1:pos:R:3 method="wB97M-V/def2-TZVPD" homo_ha=-0.488 lumo_energy_ev=-6.02 total_charge=+2 total_energy_ev=-130055.1506
Ba -0.412 -0.502 -0.847
C -0.524 0.156 3.042
C 0.471 1.269 2.735
P 1.524 0.962 1.260
C 2.246 2.585 0.934
C 1.399 3.593 0.473
C 1.898 4.854 0.201
C 3.253 5.113 0.372
C 4.099 4.111 0.819
C 3.600 2.849 1.102
C 2.870 -0.125 1.791
C 3.258 -0.283 3.120
C 4.281 -1.156 3.452
C 4.937 -1.871 2.461
C 4.571 -1.711 1.131
C 3.537 -0.850 0.803
P -1.963 0.183 1.886
C -3.002 -1.166 2.490
C -2.658 -2.459 2.099
C -3.386 -3.551 2.536
C -4.486 -3.358 3.360
C -4.848 -2.075 3.741
C -4.109 -0.981 3.312
C -2.781 1.756 2.248
C -2.894 2.260 3.545
C -3.516 3.476 3.773
C -4.033 4.202 2.708
C -3.929 3.712 1.416
C -3.302 2.495 1.188
H -0.877 0.241 4.074
H -0.059 -0.837 2.976
H 1.083 1.494 3.612
H -0.058 2.204 2.510
H 0.335 3.408 0.338
H 1.232 5.632 -0.145
H 3.645 6.097 0.158
H 5.152 4.313 0.954
H 4.270 2.077 1.456
H 2.767 0.274 3.907
H 4.571 -1.274 4.487
H 5.738 -2.547 2.726
H 5.092 -2.257 0.356
H 3.265 -0.734 -0.244
H -1.807 -2.641 1.442
H -3.101 -4.548 2.228
H -5.066 -4.204 3.700
H -5.708 -1.915 4.376
H -4.407 0.015 3.614
H -2.503 1.705 4.388
H -3.601 3.858 4.780
H -4.518 5.151 2.890
H -4.334 4.273 0.585
H -3.237 2.117 0.172
N -1.056 -0.015 -3.443
C -1.337 0.229 -4.533
C -1.679 0.512 -5.886
C -0.832 1.330 -6.641
C -1.171 1.593 -7.957
C -2.329 1.051 -8.498
C -3.163 0.241 -7.740
C -2.847 -0.039 -6.422
H 0.065 1.744 -6.204
H -0.532 2.223 -8.560
H -2.584 1.262 -9.527
H -4.061 -0.173 -8.176
H -3.486 -0.668 -5.819
Se 1.071 -3.547 1.206
N 0.775 -2.875 -0.466
C 1.591 -3.518 -1.284
C 1.673 -3.303 -2.696
C 2.565 -4.027 -3.414
C 3.428 -5.004 -2.805
C 3.381 -5.245 -1.477
C 2.453 -4.500 -0.674
N 2.331 -4.654 0.623
H 1.015 -2.591 -3.185
H 2.635 -3.885 -4.484
H 4.112 -5.550 -3.439
H 4.006 -5.979 -0.991

[3]
103
Properties=species:S:1:pos:R:3 method="wB97M-V/def2-TZVPD" homo_ha=-0.176 lumo_energy_ev=1.11 total_charge=-1 total_energy_ev=-282083.8070
Sn 0.689 0.311 -0.085
S 6.439 5.924 -0.716
N 6.094 4.916 0.498
C 5.077 4.182 0.092
C 4.431 3.135 0.864
C 4.842 2.773 2.144
C 4.180 1.752 2.783
C 3.127 1.121 2.128
N 2.707 1.479 0.921
C 3.353 2.461 0.284
C 2.879 2.807 -1.069
N 1.825 2.129 -1.532
C 1.381 2.388 -2.756
C 1.959 3.360 -3.573
C 3.031 4.078 -3.100
C 3.509 3.800 -1.820
C 4.631 4.503 -1.222
N 5.319 5.474 -1.789
H 5.677 3.289 2.599
H 4.476 1.415 3.767
H 2.628 0.271 2.567
H 0.564 1.758 -3.110
H 1.560 3.526 -4.565
H 3.515 4.843 -3.693
N -2.077 1.249 -1.816
C -3.063 1.293 -2.889
C -2.396 1.167 -4.256
C -2.018 -0.282 -4.622
C -0.533 -0.646 -4.582
N 0.107 -0.217 -3.334
H -2.524 1.194 -0.909
H -1.523 2.100 -1.794
H -3.696 2.189 -2.859
H -3.730 0.436 -2.757
H -1.513 1.816 -4.297
H -3.098 1.562 -4.996
H -2.378 -0.514 -5.627
H -2.552 -0.961 -3.948
H -0.015 -0.163 -5.419
H -0.455 -1.729 -4.730
H 0.949 -0.759 -3.163
H -0.510 -0.400 -2.550
O -1.726 -4.762 -1.522
As -1.016 -3.167 -2.116
O -0.205 -3.673 -3.450
O 0.387 -3.052 -0.771
C 1.452 -3.857 -0.794
C 1.315 -5.240 -1.010
C 2.408 -6.081 -0.977
C 3.684 -5.588 -0.719
C 3.842 -4.232 -0.502
C 2.749 -3.366 -0.546
S 3.082 -1.660 -0.214
O 2.610 -0.835 -1.341
O 4.504 -1.561 0.023
O 2.267 -1.292 0.982
H -2.320 -4.587 -0.777
H 0.324 -5.621 -1.215
H 2.261 -7.140 -1.156
H 4.542 -6.248 -0.696
H 4.818 -3.811 -0.302
Br -2.589 5.733 3.187
C -1.643 4.392 2.215
C -2.235 3.160 1.994
C -1.510 2.189 1.308
C -0.215 2.386 0.801
C 0.307 3.662 1.039
C -0.372 4.661 1.741
H -3.233 2.957 2.366
H -1.983 1.211 1.200
H 1.296 3.934 0.672
H 0.080 5.632 1.909
C 0.159 1.362 4.291
C 0.342 0.048 3.578
N 0.918 -0.970 4.272
O 0.004 -0.115 2.415
H 0.456 1.327 5.340
H -0.884 1.667 4.208
H 0.742 2.122 3.763
H 1.319 -0.821 5.179
H 1.193 -1.784 3.739
C -4.013 -0.012 3.316
C -3.768 -1.477 2.961
As -2.657 -1.655 1.333
C -1.851 -3.403 1.735
C -2.798 -4.564 2.004
C -4.098 -2.154 0.085
C -5.035 -0.975 -0.152
H -4.596 0.095 4.235
H -4.551 0.511 2.520
H -3.066 0.518 3.454
H -4.710 -2.016 2.829
H -3.225 -1.973 3.769
H -1.228 -3.206 2.613
H -1.152 -3.625 0.922
H -3.450 -4.364 2.859
H -2.240 -5.479 2.217
H -3.442 -4.777 1.149
H -4.659 -3.014 0.460
H -3.622 -2.444 -0.852
H -5.610 -0.735 0.746
H -5.749 -1.185 -0.951
H -4.482 -0.075 -0.434

[4]
113
Properties=species:S:1:pos:R:3 method="wB97M-V/def2-TZVPD" homo_ha=-0.311 lumo_energy_ev=-0.63 smiles="C/C(Br)=C(/Br)C1=C(B(O)O)C(=O)c2ccccc2C1=O.CNC(C)=O.CNC(C)=O.CNC(C)=O.CNC(C)=O.CNC(C)=O.CNC(C)=O.CNC(C)=O" total_energy_ev=-209918.8049
C 2.516 0.503 0.005
C 2.872 1.479 -1.055
Br 4.662 2.026 -0.965
C 1.996 1.984 -1.913
Br 2.415 3.253 -3.230
C 0.585 1.639 -1.733
C -0.292 2.510 -1.217
B 0.121 3.982 -0.824
O -0.461 5.060 -1.410
O 1.126 4.177 0.074
C -1.662 2.035 -0.981
O -2.612 2.763 -1.116
C -1.762 0.641 -0.564
C -2.717 0.219 0.378
C -2.711 -1.124 0.809
C -1.751 -2.025 0.308
C -0.820 -1.608 -0.661
C -0.837 -0.271 -1.093
C 0.150 0.249 -2.046
O 0.590 -0.360 -2.973
H 2.031 0.987 0.843
H 1.865 -0.287 -0.347
H 3.405 0.044 0.403
H -1.328 4.826 -1.762
H 1.249 3.408 0.637
H -3.424 0.920 0.784
H -3.416 -1.451 1.552
H -1.704 -3.038 0.664
H -0.077 -2.275 -1.050
C 3.548 2.491 4.584
C 4.131 1.929 3.309
O 3.504 1.151 2.594
N 5.380 2.306 2.961
C 6.258 3.226 3.653
H 2.549 2.084 4.710
H 4.157 2.210 5.445
H 3.477 3.578 4.529
H 5.724 1.869 2.112
H 6.518 4.064 3.005
H 7.181 2.723 3.948
H 5.775 3.619 4.541
C -1.331 -2.813 -4.820
C -1.707 -3.800 -3.740
O -1.056 -3.888 -2.710
N -2.792 -4.584 -3.957
C -3.668 -4.610 -5.118
H -0.454 -2.265 -4.488
H -1.103 -3.327 -5.755
H -2.143 -2.109 -4.998
H -2.992 -5.213 -3.197
H -4.690 -4.361 -4.836
H -3.655 -5.599 -5.579
H -3.339 -3.883 -5.851
C 2.358 -3.426 2.302
C 1.972 -1.970 2.430
O 1.107 -1.465 1.730
N 2.629 -1.224 3.353
C 3.663 -1.633 4.281
H 1.747 -3.872 1.524
H 3.409 -3.528 2.027
H 2.187 -3.959 3.238
H 2.349 -0.255 3.361
H 3.344 -1.460 5.310
H 4.577 -1.064 4.106
H 3.881 -2.690 4.163
C -6.591 -1.117 -2.387
C -5.846 -1.348 -3.679
O -6.195 -2.195 -4.491
N -4.752 -0.580 -3.908
C -4.189 0.460 -3.062
H -7.429 -1.804 -2.341
H -5.946 -1.300 -1.528
H -6.967 -0.095 -2.335
H -4.293 -0.782 -4.781
H -4.167 1.410 -3.598
H -3.170 0.194 -2.782
H -4.773 0.585 -2.158
C 6.148 -1.167 2.351
C 6.895 -0.661 1.142
O 7.085 0.528 0.932
N 7.346 -1.589 0.259
C 7.210 -3.031 0.324
H 5.845 -0.314 2.948
H 5.254 -1.712 2.046
H 6.780 -1.823 2.951
H 7.825 -1.191 -0.533
H 8.190 -3.510 0.339
H 6.660 -3.404 -0.542
H 6.674 -3.318 1.222
C -10.848 -2.924 -0.283
C -9.468 -3.533 -0.391
O -8.481 -2.980 0.063
N -9.365 -4.730 -1.026
C -10.418 -5.524 -1.629
H -10.759 -1.979 0.243
H -11.272 -2.742 -1.271
H -11.520 -3.578 0.273
H -8.421 -5.080 -1.070
H -10.477 -6.507 -1.158
H -10.231 -5.664 -2.695
H -11.376 -5.030 -1.512
C 3.273 6.217 1.185
C 4.103 6.575 2.394
O 4.808 5.758 2.971
N 4.043 7.861 2.834
C 3.271 8.959 2.285
H 3.424 5.170 0.958
H 2.214 6.386 1.370
H 3.581 6.809 0.322
H 4.617 8.039 3.642
H 3.927 9.773 1.972
H 2.573 9.348 3.028
H 2.703 8.624 1.424